123
Properties=species:S:1:pos:R:3 method="wB97M-V/def2-TZVPD" multiplicity=1 homo_lumo_gap_ev=6.0 homo_ha=-0.2902 molar_mass_g_mol=991.0 lumo_energy_ev=-1.94 max_force_ev_per_a=4.72 energy_ha=-3397.900682 smiles="CCCc1c(CCN)c(C)c2nc(C[C@H]3CO3)c(CC=O)nc2c1N.O=C1C=CC(=O)C=C1.O=C1C=CC(=O)C=C1.O=C1C=CC(=O)C=C1.O=C1C=CC(=O)C=C1.O=C1C=CC(=O)C=C1.O=C1C=CC(=O)C=C1"
H 7.1316 -6.8731 2.8458
C -1.4534 3.2768 0.1205
H -0.5020 4.0525 -1.6052
H 2.7240 0.7768 0.1194
C 2.0116 -2.8058 -1.2702
C 4.1308 9.0502 -2.1988
C 6.6958 -6.2063 3.5791
C -2.1899 -2.6180 -3.2847
H -4.4669 -4.7264 -2.3713
O -2.5463 2.6892 2.1222
C -1.2819 9.0429 3.0903
O -5.8639 -3.1678 -4.4930
C -7.0796 -4.4116 -8.1936
C -7.4769 -4.2973 -5.7754
O 3.7985 9.1256 0.1294
C -4.2428 -3.6981 -2.0683
C 7.5003 -5.9527 4.7987
H 4.0005 -6.9289 1.1399
C -5.4196 -3.2427 -6.8152
C -0.2462 8.6113 5.7243
H 5.0370 9.6330 -2.0917
H -4.8816 -2.9390 -2.5055
C -6.2183 -3.5358 -5.5998
O 8.5861 -6.4679 4.9563
H 4.5838 -0.6740 -0.5480
H -8.7937 -5.2598 -7.1248
H 0.1474 -4.8621 1.7688
H -1.3323 2.2297 -0.1285
H -1.6081 9.1569 2.0638
C -1.8792 5.9757 0.9710
H -6.0032 -2.7040 0.5697
H -1.9980 7.0208 1.2181
N 1.7235 -1.6452 -3.3915
H 2.4581 -0.8918 4.7941
H 3.7116 -1.5568 0.7396
N 3.7848 -6.0743 0.6318
C -1.1898 5.6771 -0.3044
H 0.0803 8.4990 6.7502
O -0.8747 1.6265 6.3703
C 3.6906 8.6306 -3.3819
C -0.6913 -3.4831 -1.2743
H -1.6347 1.8820 3.8981
N -0.9200 -2.2856 -3.3961
C 1.1062 -0.1132 3.2544
H -3.9008 -3.1267 0.1331
C 5.7345 -4.4752 5.6471
H 3.8800 -2.1642 -2.2268
O -2.0200 9.9880 6.4274
O 3.8432 -4.2123 4.2713
C -2.3226 5.0031 1.7620
C -0.0829 8.1978 3.3124
H 3.6672 -6.3467 -0.3397
C -6.1609 -3.4261 -0.2295
C -1.0094 4.2511 -0.6694
C -2.7607 -3.3609 -2.1932
O 0.4926 7.6644 2.3870
C 5.5043 -5.6390 3.4051
C 2.3872 -4.0220 0.9819
H -8.0455 -4.5014 -4.8768
H -2.8279 5.2022 2.6989
C 1.7097 7.5212 -2.2500
H 1.9203 -3.6175 1.8982
H 3.3781 -3.5639 0.9489
H 2.1462 0.0479 -1.4122
C -0.7511 1.2787 4.0452
C -0.1032 0.7117 3.0324
H 4.2133 8.8483 -4.3049
C 0.1525 -3.9159 -0.2094
H -6.4698 -3.2192 -1.2501
C -4.6156 -3.6250 -0.5310
C -3.0578 -2.1311 -4.4828
C -0.2874 1.1087 5.4445
O 1.6909 -0.6283 2.3245
H 1.6273 7.7238 -0.1422
H 4.0629 -3.2516 -0.8182
N -2.0114 -3.8093 -1.2062
O 2.0453 7.4485 -4.5789
H 2.6019 -5.7015 2.2828
C -1.4454 9.4560 5.5034
H -4.5048 -2.6856 -6.6723
H 1.8214 -2.1829 -4.2429
C -7.8771 -4.7030 -6.9773
C 0.3859 8.0289 4.7085
C 4.9307 -4.7295 4.4268
C 6.9252 -5.0426 5.8203
C 1.2094 -2.4056 -2.3077
C -5.8199 -3.6485 -8.0175
C 3.3949 8.7393 -0.9478
C 1.4842 -3.6022 -0.1707
H -2.4407 -0.0096 -3.9278
H 7.5261 -4.8699 6.7042
H -4.1571 -2.2133 -4.3442
H -2.7745 -2.7522 -5.3460
O -0.7883 6.5699 -1.0207
H 2.5696 -1.1522 -3.1583
H 5.2989 -3.8082 6.3804
H 4.9051 -5.8117 2.5202
H 0.8066 6.9412 -2.3545
C 2.4450 7.8322 -3.4998
C 1.5721 -0.2852 4.6522
C 3.6318 -1.1575 -0.2814
C 3.4908 -2.4129 -1.2342
O -5.3950 -4.6764 -0.0386
C 2.5158 -5.5484 1.1931
C -0.5007 -4.7517 0.8972
H -0.4270 0.8250 2.0054
C -2.1441 3.5778 1.3987
C -2.5875 -0.7060 -4.7904
C -0.1903 -2.7311 -2.3370
C 2.1510 7.9415 -1.0659
C 0.9250 0.2809 5.6682
O -2.3308 -0.3141 -5.9065
H 1.5774 -0.5364 0.1419
H 1.6345 -6.1216 0.8788
C -1.9145 9.6256 4.1053
O -7.4434 -4.7827 -9.2875
H 1.2477 0.1674 6.6954
H -2.7908 10.2452 3.9629
C 2.4631 -0.1696 -0.3816
H -0.6152 -5.7664 0.4704
H 1.2626 7.4099 4.8502
H -1.5150 -4.4138 1.1272
H -5.2514 -3.4433 -8.9155